{
  "formula": "C4H8O3",
  "method": "wB97M-V/def2-TZVPD",
  "smiles": "COC(=O)[C@@H](C)O",
  "relative_energy_kj_mol": 86.8,
  "homo_ev": -10.22,
  "e_tot_ha": -382.931776,
  "e_lumo_ev": 0.9,
  "species": ["C", "C", "H", "C", "O", "H", "H", "H", "H", "O", "H", "H", "H", "O", "C"],
  "coordinates": [[0.096, 0.376, -0.449], [0.826, -0.828, 0.143], [-1.449, 2.793, 1.033], [-0.160, -1.988, 0.214], [-0.090, 0.572, -1.624], [1.164, -0.558, 1.147], [-0.955, -1.787, 0.939], [1.749, -1.883, -1.195], [-0.543, 2.951, -0.507], [1.972, -1.158, -0.604], [-0.618, -2.150, -0.770], [0.375, -2.895, 0.513], [-2.027, 1.969, -0.452], [-0.380, 1.159, 0.534], [-1.148, 2.287, 0.115]],
  "forces_ev_per_angstrom": [[-0.1, 0.0, -0.3], [-0.1, 0.0, 0.2], [0.0, -0.1, -0.2], [-0.1, -0.1, 0.0], [0.1, 0.0, 0.5], [0.0, 0.0, -0.1], [0.1, 0.0, -0.1], [0.0, 0.1, -0.2], [-0.1, -0.1, 0.1], [0.0, 0.0, 0.0], [0.1, 0.0, 0.1], [-0.1, 0.1, 0.0], [0.1, 0.0, 0.1], [0.1, -0.1, -0.1], [-0.1, 0.2, -0.1]],
  "nbo_charge": [0.768, 0.006, 0.196, -0.637, -0.589, 0.194, 0.228, 0.471, 0.196, -0.690, 0.217, 0.221, 0.193, -0.509, -0.264]
}